[1]
Below is 5 unconnected molecules or ions with the total composition C16H40N5O7S, with properties calculated with the ωB97M-V functional and the def2-TZVPD basis.

CARTESIAN COORDINATES (ANGSTROEM)
C 1.6840 -2.0862 0.2500
S 1.0340 -0.3025 0.0558
O 2.1700 0.7340 0.4109
O 0.6754 -0.0925 -1.4340
N -0.2660 -0.0212 1.1844
C -1.6027 0.3153 0.5628
C -2.6070 -0.9923 0.4862
C -2.1265 -2.1611 -0.5573
O -2.0774 -3.4409 0.2239
H 2.0470 -2.3125 1.3569
H 2.5655 -2.1940 -0.5229
H 0.8228 -2.8374 -0.0027
H -0.4187 -0.9085 1.7522
H -0.0319 0.7700 1.8455
H -2.1322 1.0768 1.3148
H -1.5259 0.9128 -0.4612
H -2.6378 -1.4430 1.5804
H -3.6627 -0.6047 0.1229
H -2.9753 -2.3280 -1.3784
H -1.0620 -2.0132 -1.0198
H -1.5428 -3.2894 1.0781
C -6.7500 -1.9460 -2.4674
C -5.5395 -1.2504 -3.0255
O -4.8842 -0.4474 -2.3665
N -5.1771 -1.5376 -4.3092
C -5.8159 -2.4453 -5.2332
H -6.9176 -1.6194 -1.4370
H -7.6327 -1.6907 -3.0594
H -6.5911 -3.0274 -2.4663
H -4.3543 -1.0339 -4.6191
H -5.0836 -3.2016 -5.5270
H -6.1174 -1.8751 -6.1155
H -6.6887 -2.9335 -4.8008
C 2.6261 3.3446 4.0877
C 1.2381 3.0810 3.5734
O 0.7444 1.9564 3.5690
N 0.5233 4.1429 3.1009
C 0.9291 5.5268 3.0248
H 3.0738 2.4074 4.4307
H 3.2488 3.7533 3.2877
H 2.5855 4.0382 4.9316
H -0.4016 3.8926 2.7711
H 0.2219 6.1205 3.6096
H 0.8802 5.8378 1.9782
H 1.9378 5.6861 3.4042
C 2.4433 5.1406 -0.9048
C 1.2292 6.0095 -1.0829
O 1.0614 7.0400 -0.4362
N 0.2972 5.6187 -1.9997
C 0.3175 4.4500 -2.8479
H 3.0967 5.5758 -0.1432
H 2.1426 4.1431 -0.5740
H 2.9991 5.0796 -1.8440
H -0.4927 6.2499 -2.0670
H 0.2775 4.7845 -3.8877
H -0.5725 3.8551 -2.6273
H 1.2081 3.8411 -2.6962
C 3.7794 -6.7407 1.9497
C 3.3823 -5.4257 1.3385
O 2.2152 -5.1561 1.0668
N 4.3695 -4.5180 1.0869
C 5.7861 -4.6512 1.3344
H 2.8903 -7.3615 2.0929
H 4.4667 -7.2689 1.2837
H 4.2455 -6.5733 2.9241
H 4.0307 -3.6561 0.6756
H 6.0898 -3.8470 2.0094
H 6.3093 -4.5374 0.3815
H 6.0427 -5.6132 1.7768

Computed properties:
**Max |F|**: 0.20394 Eh/bohr
**Net charge**: +1
**HOMO**: -0.4180 hartree
**Gap between HOMO and LUMO**: 8.22 eV

=====

[2]
Below is a gas-phase ion, C4H10NOS (charge +1), with properties calculated with the ωB97M-V functional and the def2-TZVPD basis.

CARTESIAN COORDINATES (ANGSTROEM)
C 1.6160 -0.6088 0.2900
C 0.3975 -0.1377 1.0901
C 0.9939 -0.9107 -1.1431
C -0.5766 0.2708 -0.0004
N -1.0809 1.6111 0.2600
O -0.0077 0.1090 -1.2590
S -2.5641 -0.6841 -0.2218
H 2.3642 0.1566 0.2945
H 2.1416 -1.4906 0.7484
H -0.1512 -1.0073 1.6272
H 0.5108 0.5332 1.9195
H 1.7042 -0.8374 -2.0257
H 0.4988 -1.8462 -1.2626
H -0.2130 2.1890 0.5532
H -1.5877 1.5099 1.1634
H -1.7029 1.9435 -0.4933
H -2.3429 -0.8003 -1.5403

Computed properties:
**Max |F|**: 0.07781 Eh/bohr
**SMILES string**: [NH3+][C@]1(S)CCCO1
**Net charge**: +1
**HOMO**: -0.5018 hartree
**Gap between HOMO and LUMO**: 9.68 eV
**Relative energy (zero: lowest compared OMol25 entry of this formula, charge and spin)**: 2.540 eV

=====

[3]
Below is a molecular structure, C23H44NOP3Y, with properties calculated with the ωB97M-V functional and the def2-TZVPD basis.

CARTESIAN COORDINATES (ANGSTROEM)
Y -0.2211 1.1905 -2.5742
P 1.1024 2.6480 -0.6298
P 0.0887 -2.4578 1.5152
P -2.2859 1.2281 1.8838
H -0.8434 1.5696 -5.3245
C -1.2357 2.0159 -4.3948
C -0.5610 3.0967 -3.7650
H 0.3646 3.5239 -4.1807
C 2.6956 3.1512 -1.4030
C 1.6274 2.0487 1.0041
C 0.3336 4.2376 -0.1772
C 0.2827 -4.1855 1.0667
C 1.2387 -1.4922 0.5338
C 0.4913 -2.2497 3.2601
C -3.6905 2.2712 1.3212
C -2.1482 1.8032 3.6230
C -3.2306 -0.3205 2.1842
H -2.3261 1.9204 -4.2846
H -1.0975 3.7969 -3.1088
H 2.4934 3.7071 -2.3325
H 3.2800 2.2500 -1.6563
H 3.2805 3.7839 -0.7152
H 2.2386 1.1453 0.8998
H 0.7423 1.8063 1.6041
H 2.2163 2.8177 1.5271
H 0.0387 4.7832 -1.0812
H 1.0327 4.8483 0.4107
H -0.5639 4.0388 0.4229
H 0.6254 -4.7688 1.9346
H 0.9829 -4.3064 0.2306
H -0.7202 -4.5311 0.7619
H 2.1150 -1.2406 1.1421
H 0.7038 -0.5891 0.2127
H 1.5585 -2.0395 -0.3575
H -0.0994 -2.9722 3.8394
H 0.2554 -1.2283 3.5795
H 1.5643 -2.4358 3.4375
H -4.1805 2.7361 2.1858
H -4.4197 1.6756 0.7606
H -3.3007 3.0471 0.6534
H -3.0478 2.3605 3.9146
H -1.2705 2.4577 3.6945
H -2.0073 0.9365 4.2782
H -4.2464 -0.0872 2.5282
H -2.7105 -0.9110 2.9465
H -3.2874 -0.9005 1.2573
C -2.6744 -0.1752 -1.5747
C -3.5166 -1.3047 -1.7402
C -4.8633 -1.1233 -2.0163
C -5.3703 0.1609 -2.2454
C -4.5355 1.2777 -2.1934
C -3.1859 1.1370 -1.8560
O -1.4278 -0.3531 -1.1115
H -1.2083 -2.0059 1.1455
H -3.0660 -2.2911 -1.6147
H -5.5122 -1.9962 -2.0567
H -6.4307 0.2895 -2.4801
H -4.9240 2.2747 -2.4285
H -2.5631 2.0363 -1.6496
N 1.0508 -0.3463 -3.9796
C 1.8534 -1.4333 -3.4641
C 1.2321 -2.6530 -3.2278
C 2.0107 -3.7091 -2.7322
C 3.3748 -3.5209 -2.4762
C 3.9727 -2.2752 -2.7180
C 3.2027 -1.2076 -3.2110
H 0.2761 -0.6677 -4.5682
H 1.5903 0.3282 -4.5335
H 0.1568 -2.7697 -3.4059
H 1.5542 -4.6883 -2.5721
H 3.9796 -4.3518 -2.0949
H 5.0364 -2.1315 -2.5256
H 3.6437 -0.2186 -3.3792

Computed properties:
**Max |F|**: 0.16655 Eh/bohr
**Net charge**: +3
**HOMO**: -0.5774 hartree
**Gap between HOMO and LUMO**: 4.05 eV
**Relative energy (zero: lowest compared OMol25 entry of this formula, charge and spin)**: 0.000 eV

=====

[4]
Below is a molecular structure, C41H29FN10O7PRu, with properties calculated with the ωB97M-V functional and the def2-TZVPD basis.

CARTESIAN COORDINATES (ANGSTROEM)
Ru 0.9090 -0.3057 -0.0094
C 7.3225 -0.2026 1.5190
C 7.3013 1.0832 0.9773
C 6.1731 1.5782 0.3391
C 5.0552 0.7636 0.2769
C 3.7101 0.9633 -0.2466
N 3.2766 1.9560 -0.9547
C 1.9302 2.0477 -1.1092
C 1.1837 2.2536 -2.3005
C 1.5670 2.3958 -3.6415
C 0.5864 2.3983 -4.6026
C -0.7741 2.2569 -4.2632
C -1.1789 2.1035 -2.9601
C -0.1961 2.1095 -1.9547
C -0.1576 1.8368 -0.5660
N -2.4952 1.2625 -0.1275
C -2.2962 0.0440 -0.5724
N -1.1867 -0.7485 -0.5041
C -1.5137 -1.9512 -1.1038
N -0.8304 -3.0696 -1.1307
C 0.3716 -3.2552 -0.6156
N 1.2385 -2.3058 -0.1330
C 2.3646 -2.9277 0.3162
N 3.4847 -2.3816 0.7660
C 3.7538 -1.1020 0.5982
N 2.9577 -0.1800 0.0111
C 5.0697 -0.5200 0.8406
C 6.2068 -1.0232 1.4491
C 2.2115 -4.3641 0.1477
C 3.0503 -5.4317 0.4278
C 2.6085 -6.7035 0.0988
C 1.3592 -6.9068 -0.4951
C 0.5237 -5.8404 -0.7881
C 0.9687 -4.5672 -0.4649
C -2.8714 -1.8932 -1.6184
C -3.6473 -2.8163 -2.3013
C -4.9517 -2.4656 -2.6093
C -5.4736 -1.2263 -2.2342
C -4.6963 -0.3015 -1.5545
C -3.3865 -0.6463 -1.2614
N 1.0848 1.8513 -0.0490
H 8.2249 -0.5602 1.9977
H 8.1835 1.7053 1.0582
H 6.1636 2.5683 -0.0973
H 2.6145 2.4821 -3.8991
H 0.8616 2.4841 -5.6462
H -1.5169 2.2608 -5.0506
H -2.2203 1.9615 -2.7219
H 6.1994 -2.0253 1.8577
H 4.0145 -5.2626 0.8890
H 3.2463 -7.5558 0.2952
H 1.0428 -7.9146 -0.7313
H -0.4413 -5.9800 -1.2572
H -3.2322 -3.7754 -2.5807
H -5.5822 -3.1631 -3.1452
H -6.5017 -0.9861 -2.4713
H -5.1088 0.6538 -1.2593
F -6.1441 2.9386 2.3074
C -5.4754 3.3139 1.2155
C -4.1865 3.6541 1.2971
N -3.4635 4.0495 0.1946
C -2.0298 4.2710 0.3061
C -1.3198 3.1590 1.0290
O -0.7657 3.2255 2.0565
O -1.2229 1.8083 0.3932
C -4.0495 4.1524 -1.0586
O -3.4563 4.5563 -2.0316
N -5.3753 3.7843 -1.0916
C -6.1967 3.3412 -0.0504
O -7.3479 3.0392 -0.2418
H -3.6607 3.6292 2.2424
H -1.8452 5.1659 0.8998
H -1.6441 4.4253 -0.7030
H -5.8145 3.8498 -1.9992
C -1.2397 0.7161 4.0194
O 0.1514 0.5429 3.7835
P 0.8246 -0.2214 2.5219
O 0.7205 -1.7724 2.9456
C -0.4120 -2.5448 2.5421
O 2.3433 -0.0237 2.9681
C 2.8744 1.3087 2.9890
H -1.3253 1.2533 4.9616
H -1.7514 -0.2434 4.1148
H -1.7082 1.3067 3.2364
H -0.1025 -3.5876 2.5199
H -0.7614 -2.2514 1.5509
H -1.2310 -2.4285 3.2554
H 3.9529 1.2173 3.0890
H 2.4686 1.8618 3.8366
H 2.6328 1.8416 2.0661

Computed properties:
**Max |F|**: 0.03986 Eh/bohr
**Spin multiplicity**: 2
**⟨S²⟩**: 1.0241
**HOMO (spin up / spin down)**: -0.2274 / -0.2299 hartree
**Gap between HOMO and LUMO (spin up / spin down)**: 5.27 / 4.68 eV
**Relative energy (zero: lowest compared OMol25 entry of this formula, charge and spin)**: 2.161 eV

=====

no.,DFT total energy (a.u.)
1,-1831.94325
2,-686.27766
3,-2094.18916
4,-3190.16646